1.
Here is the ion C3H8NOS with charge +1 in a non-equilibrium geometry from the Open Molecules 2025 dataset. Energies are from the ωB97M-V functional and the def2-TZVPD basis.

Values from the calculation:
Total charge: +1
Max |F| (hartree/bohr): 0.0896
Electronic energy (a.u.): -646.91404
Frontier orbital gap (eV): 9.84
SMILES string: S[NH2+]C[C@@H]1CO1

Last column: Mulliken charge in e.
CARTESIAN COORDINATES (ANGSTROEM)
S1 -1.917 0.060 2.349  0.030
N1 -0.446 -0.141 1.234  -0.404
C1 -0.314 0.660 -0.036  -0.524
C2 0.778 -0.148 -0.814  0.071
C3 1.031 0.010 -2.239  -0.458
O1 0.408 -1.187 -1.695  -0.397
H1 -2.428 -1.285 2.185  0.238
H2 -0.455 -1.150 1.023  0.402
H3 0.556 0.040 1.563  0.390
H4 0.170 1.533 0.220  0.399
H5 -1.248 0.668 -0.686  0.358
H6 1.515 -0.564 -0.131  0.356
H7 0.535 0.613 -2.997  0.282
H8 2.073 -0.227 -2.498  0.257

2.
Here is the ion C3H8NOSe with charge +1 in a non-equilibrium geometry from the Open Molecules 2025 dataset. Energies are from the ωB97M-V functional and the def2-TZVPD basis.

Values from the calculation:
2S+1: 3
Total charge: +1
Max |F| (hartree/bohr): 0.0695
Electronic energy (a.u.): -2650.10640
Frontier orbital gap (spin up / spin down) (eV): 7.39 / 7.18

Last column: Löwdin spin population.
CARTESIAN COORDINATES (ANGSTROEM)
C1 0.377 -0.292 0.874  0.027
C2 1.554 0.406 0.352  0.099
C3 -0.964 0.771 -0.878  0.461
N1 -0.500 -0.537 -0.354  0.030
O1 -1.394 0.574 -2.128  0.084
Se1 0.895 2.127 -0.337  1.220
H1 0.420 -1.367 1.401  0.002
H2 -0.155 0.465 1.475  0.008
H3 2.278 0.648 1.056  0.006
H4 1.855 -0.216 -0.587  0.021
H5 -1.804 1.092 -0.115  0.018
H6 0.177 -0.891 -1.016  0.001
H7 -1.417 -1.061 -0.111  0.012
H8 -1.406 1.386 -2.612  0.009

3.
Here is the ion C3H8NS with charge -1 from the Open Molecules 2025 dataset. Energies are from the ωB97M-V functional and the def2-TZVPD basis.

Values from the calculation:
Total charge: -1
Max |F| (hartree/bohr): 0.0192
Electronic energy (a.u.): -572.07603
Frontier orbital gap (eV): 6.60
SMILES string: C[C@H](N)C[S-]

Last column: Mulliken charge in e.
CARTESIAN COORDINATES (ANGSTROEM)
C1 -0.713 -1.083 0.345  -1.347
C2 -0.303 0.396 0.237  0.332
N1 -0.667 0.931 -1.075  -0.647
C3 1.194 0.546 0.454  -0.791
S1 2.282 -0.013 -0.910  -0.665
H1 -1.791 -1.243 0.195  0.359
H2 -0.503 -1.554 1.313  0.361
H3 -0.147 -1.637 -0.415  0.286
H4 -0.883 0.957 0.989  0.159
H5 0.100 0.713 -1.713  0.249
H6 -1.475 0.437 -1.448  0.207
H7 1.428 1.593 0.695  0.254
H8 1.479 -0.044 1.334  0.243

4.
Here is a cluster of 2 separate species, C3H8NS in total in a non-equilibrium geometry from the Open Molecules 2025 dataset. Energies are from the ωB97M-V functional and the def2-TZVPD basis.

Values from the calculation:
2S+1: 2
Max |F| (hartree/bohr): 0.0682
Electronic energy (a.u.): -571.91664
Frontier orbital gap (spin up / spin down) (eV): 10.14 / 7.19

Last column: Löwdin spin population.
CARTESIAN COORDINATES (ANGSTROEM)
C1 2.161 -1.078 0.596  0.081
S1 1.881 0.342 -0.532  0.800
H1 2.186 -2.071 0.110  -0.002
H2 3.021 -0.670 1.192  0.024
H3 1.374 -0.907 1.351  0.019
C2 -2.461 0.948 0.857  0.002
C3 -1.354 -0.262 -0.729  0.036
N1 -2.383 -0.358 0.038  0.006
H4 -3.491 1.215 0.686  0.000
H5 -1.723 1.750 0.523  0.000
H6 -2.467 0.633 1.908  0.000
H7 -0.446 0.264 -0.526  0.032
H8 -1.357 -0.780 -1.696  0.002

5.
Here is a cluster of 2 separate species, C3H8NS in total in a non-equilibrium geometry from the Open Molecules 2025 dataset. Energies are from the ωB97M-V functional and the def2-TZVPD basis.

Values from the calculation:
Total charge: +1
Max |F| (hartree/bohr): 0.1029
Electronic energy (a.u.): -571.66267
Frontier orbital gap (spin up / spin down) (eV): 6.49 / 6.48

Last column: Mulliken charge in e.
CARTESIAN COORDINATES (ANGSTROEM)
C1 -1.326 0.510 0.706  -0.412
C2 -0.222 -1.535 -0.307  -0.838
C3 -0.327 -0.428 0.675  0.146
N1 1.267 1.282 -0.356  -0.652
S1 -2.578 0.681 -0.416  0.029
H1 -1.483 1.209 1.438  0.429
H2 0.824 -1.566 -0.677  0.310
H3 -1.055 -1.359 -1.059  0.385
H4 -0.180 -2.490 0.289  0.334
H5 0.441 -0.263 1.373  0.432
H6 1.117 2.173 -0.963  0.293
H7 1.529 0.589 -1.034  0.273
H8 1.992 1.196 0.330  0.271

6.
Here is a structure of composition C3H8NiO3 in a non-equilibrium geometry from the Open Molecules 2025 dataset. Energies are from the ωB97M-V functional and the def2-TZVPD basis.

Values from the calculation:
2S+1: 4
Total charge: +1
Max |F| (hartree/bohr): 0.0687
Electronic energy (a.u.): -1852.67146
Frontier orbital gap (spin up / spin down) (eV): 8.80 / 7.72

Last column: Löwdin spin population.
CARTESIAN COORDINATES (ANGSTROEM)
O1 -0.098 0.253 1.847  0.072
C1 0.397 1.176 0.873  0.002
C2 0.526 0.330 -0.425  0.004
O2 2.377 -1.236 1.967  1.352
Ni1 1.015 -0.582 3.010  1.563
H1 1.355 1.652 1.105  -0.001
H2 -0.355 1.966 0.756  0.002
H3 0.745 1.023 -1.255  0.000
H4 1.068 -0.606 -0.633  0.003
O3 -0.940 -0.204 -0.497  0.001
H5 -0.857 -0.289 1.259  0.000
C3 -1.246 -0.766 -1.751  0.000
H6 -1.100 -0.020 -2.548  0.000
H7 -0.587 -1.623 -1.968  0.000
H8 -2.298 -1.074 -1.741  0.000

7.
Here is a cluster of 3 separate species, C3H8O in total from the Open Molecules 2025 dataset. Energies are from the ωB97M-V functional and the def2-TZVPD basis.

Values from the calculation:
Max |F| (hartree/bohr): 0.0111
Electronic energy (a.u.): -194.23953
Frontier orbital gap (eV): 10.96
SMILES string: [H][H].C=C.C=O

Last column: Mulliken charge in e.
CARTESIAN COORDINATES (ANGSTROEM)
H1 -0.806 -1.118 1.316  -0.247
H2 -0.991 -1.823 1.475  0.252
C1 0.369 1.317 1.047  -0.638
C2 -0.038 1.691 -0.162  -0.439
H3 -0.098 1.692 1.955  0.260
H4 1.199 0.625 1.173  0.309
H5 0.446 1.305 -1.056  0.297
H6 -0.859 2.391 -0.296  0.220
C3 0.187 -1.523 -1.363  -0.170
O1 1.218 -0.941 -1.590  -0.399
H7 -0.775 -0.991 -1.238  0.283
H8 0.149 -2.626 -1.262  0.273

8.
Here is a cluster of 3 separate species, C3H8O in total from the Open Molecules 2025 dataset. Energies are from the ωB97M-V functional and the def2-TZVPD basis.

Values from the calculation:
Max |F| (hartree/bohr): 0.0114
Electronic energy (a.u.): -194.23403
Frontier orbital gap (eV): 10.92
SMILES string: [H][H].C=C.C=O

Last column: Mulliken charge in e.
CARTESIAN COORDINATES (ANGSTROEM)
H1 -0.149 0.082 1.459  -0.313
H2 0.372 0.122 1.992  0.341
C1 -1.790 0.112 -0.144  -0.742
C2 -1.066 -0.185 -1.218  -0.408
H3 -2.201 -0.659 0.503  0.344
H4 -1.987 1.143 0.144  0.300
H5 -0.638 0.584 -1.854  0.239
H6 -0.849 -1.213 -1.497  0.251
C3 2.080 0.003 0.159  -0.235
O1 1.762 0.032 -1.002  -0.388
H7 2.160 -0.945 0.726  0.317
H8 2.307 0.923 0.733  0.293